This record from the OMol25 dataset describes a molecular structure, C34H25BrClMnN7O6Se. The level of theory is ωB97M-V/def2-TZVPD.

## Properties
Charge   -2
Calculated total energy   -8732.14494 Ha
2S+1   6
Strongest force on any atom   2.1 eV/A
E_LUMO (alpha / beta)   0.15958 / 0.15955 Eh
E_HOMO (alpha / beta)   -1.591 / -1.724 eV

Geometry (Å):
Mn (-0.1492, 0.0142, 0.0844)
H (4.5035, 4.5213, -1.6811)
H (3.4893, -2.4163, 1.3053)
C (3.1691, 2.8708, -2.0019)
C (1.4279, -3.3785, -3.4670)
C (-0.9923, 2.5327, -1.1669)
C (1.0705, -0.3222, 3.0073)
H (1.2682, -3.6487, 2.2937)
C (1.0759, 1.9567, 3.0221)
H (1.7456, 4.9383, -4.9121)
C (0.8105, -1.6761, 5.0139)
C (0.9991, -2.8106, 4.2573)
C (0.8765, -0.4052, 4.4083)
C (-0.4575, -2.0853, -2.7648)
N (1.1953, 0.8402, 2.3426)
C (1.1385, -1.5145, 2.2206)
C (1.1751, -2.7449, 2.8793)
H (-1.4306, -1.6597, -2.9633)
H (1.1572, 2.8752, 2.4581)
Cl (-5.4401, -1.0796, 2.7172)
C (2.1226, 2.3511, -2.7513)
H (0.5936, 0.8027, 6.1756)
H (-5.3684, 2.5933, -2.1936)
H (-3.1623, 0.0270, 1.4327)
H (0.9863, -3.7832, 4.7348)
C (1.8041, -2.1084, 0.0179)
C (0.8451, 1.9903, 4.4029)
C (3.0678, -2.6298, 0.3345)
H (0.0090, 2.7755, -0.8331)
C (2.1440, 4.3587, -4.0919)
H (0.8328, 2.6769, -4.3922)
C (1.6345, 3.1074, -3.8108)
H (3.8821, -4.1404, -2.5942)
H (-0.9936, -3.3120, 0.3856)
N (-1.3633, 1.2429, -1.1415)
H (0.7348, 2.9384, 4.9049)
O (-3.5168, 2.2296, 0.9886)
H (3.5550, 5.8623, -3.5205)
O (-1.4398, 3.7395, 1.6643)
C (3.7958, -3.3500, -0.5968)
H (-5.2381, 0.9992, -1.6835)
C (-3.0873, -1.0516, 1.4121)
N (0.0740, -1.8184, -1.5828)
C (3.1702, 4.8730, -3.3150)
O (-1.1798, 1.0775, 1.4531)
C (1.4027, 1.0378, -2.4330)
N (-3.1007, 3.2776, -1.9839)
C (1.2873, -2.3379, -1.2952)
C (-1.8461, 3.5173, -1.6152)
C (-2.8534, -3.7617, 1.3532)
C (-2.6250, 0.9912, -1.4896)
H (-2.9659, -0.0361, -1.4388)
N (-4.8160, 1.7461, -2.2173)
O (1.4334, 0.7206, -1.2086)
H (-0.3331, -3.1020, -4.6518)
H (-1.5203, 4.5462, -1.6804)
H (0.5996, -1.7437, 6.0724)
N (-2.0037, -1.5809, 0.8306)
H (4.7680, -3.7388, -0.3177)
N (1.0590, -1.3541, 0.8692)
O (0.8355, 0.4632, -3.3592)
H (1.9638, -3.9678, -4.2025)
C (-3.9981, -3.2236, 1.9388)
O (-2.5561, 2.1411, 3.4553)
Br (3.9501, 1.8507, -0.6028)
C (2.0342, -3.1076, -2.2252)
C (3.3028, -3.5904, -1.8641)
C (-3.5037, 2.0147, -1.8587)
C (-1.8931, -2.9168, 0.8374)
C (0.7618, 0.8137, 5.1035)
C (-4.0771, -1.8325, 1.9745)
C (3.6927, 4.1261, -2.2752)
Se (-2.1856, 2.3406, 1.9053)
H (-4.7914, -3.8345, 2.3403)
C (0.1677, -2.8806, -3.7200)
H (-2.7247, -4.8342, 1.3022)

***

This record from the OMol25 dataset describes 2 unconnected molecules or ions with the total composition C4H8NO2S. The level of theory is ωB97M-V/def2-TZVPD.

## Properties
Charge   +1
Calculated total energy   -760.19802 Ha
2S+1   1
Strongest force on any atom   5.4 eV/A
Relative energy (zero: lowest compared OMol25 entry of this formula, charge and spin)   73.9 kcal/mol
E_LUMO   -0.19398 Eh
E_HOMO   -12.019 eV

Geometry (Å):
H (-0.4710, 1.4648, 0.5667)
H (3.2701, -0.6576, -1.5827)
H (-4.2089, 1.9891, -0.3296)
H (-3.5098, -0.6584, -0.7677)
H (-0.2036, -2.2403, 1.7958)
O (-4.4799, 1.0376, -0.5579)
C (-1.0695, 0.5621, 0.2806)
O (-2.3310, 0.8838, -0.0166)
H (4.7126, 0.2700, -0.7984)
H (3.9100, -1.0198, -0.0088)
N (-0.4013, -1.7815, 0.9246)
C (-3.4321, 0.2981, -0.4446)
H (2.4325, -0.0318, 0.9955)
C (3.8142, -0.2558, -0.6832)
C (-0.4949, -0.6311, 0.5219)
S (2.4624, 0.7710, 0.1045)

***

This record from the OMol25 dataset describes 3 unconnected molecules or ions with the total composition C16H32F5IN3O5S2. The level of theory is ωB97M-V/def2-TZVPD.

## Properties
Charge   +1
Calculated total energy   -2762.23095 Ha
2S+1   1
Strongest force on any atom   4.5 eV/A
E_LUMO   -0.16024 Eh
E_HOMO   -10.606 eV

Geometry (Å):
N (-0.2727, -1.2901, -1.2611)
C (1.2621, -1.3397, -5.8830)
H (1.9456, -7.1392, -3.4282)
F (1.2737, -2.6982, -6.2944)
O (-2.5076, 3.0579, 6.2082)
H (4.0927, -0.3013, -1.0538)
C (0.7972, -4.7936, -1.6279)
S (-2.4381, 1.5886, 6.4725)
H (-4.8045, 1.3550, 6.0916)
O (1.3564, -7.1749, -2.6418)
H (-4.1192, -0.0591, 6.9488)
H (-1.0528, -1.5871, -0.6481)
H (-2.4007, -0.3233, 5.0194)
C (-0.3756, -0.1470, -1.9494)
C (-4.1087, 1.0291, 6.8670)
H (-3.1385, 1.0999, 4.2209)
H (0.0039, -4.7433, -0.8095)
O (0.4508, -1.2854, -4.7334)
H (-3.9070, 0.0438, -0.9044)
H (-3.0274, -1.0265, 0.2953)
O (-0.4688, -6.0330, -3.3959)
H (2.2232, 5.0956, 4.0194)
H (1.9065, -1.6890, -1.4350)
C (-2.3329, 0.7563, 4.8736)
H (0.7022, 2.2755, -2.0811)
H (3.1042, 2.3603, -1.4468)
C (0.5140, -6.0184, -2.6237)
S (1.1597, 3.0141, 3.4714)
F (0.7615, -0.6195, -6.9819)
C (0.7945, -3.3684, -2.4080)
F (2.5659, -0.9564, -5.5082)
H (-0.6968, 4.1212, 4.5339)
C (3.7571, 0.3030, -1.9760)
C (1.3874, 1.4759, -2.5221)
H (-0.1774, 4.9617, 3.0406)
C (2.6144, 1.3182, -1.4879)
F (-2.1476, 2.2624, -0.0114)
H (-1.3697, 1.0005, 4.4217)
I (1.9331, 0.9550, 0.5777)
C (2.1220, 4.1288, 4.5150)
H (1.7919, -5.0015, -1.1005)
C (-0.3586, 3.9902, 3.5039)
O (0.9082, 1.7662, 4.2591)
C (0.2772, 0.1049, -4.2794)
H (-1.1235, 3.4571, 2.9371)
H (-4.4012, 1.4657, 7.8226)
H (3.1111, 3.6941, 4.6638)
H (-3.8819, 0.5599, 0.8491)
C (-3.2535, 0.0604, 0.0443)
F (-1.6574, 1.7262, -2.5267)
N (0.7189, 0.1884, -2.8551)
H (4.6814, 0.9293, -2.2621)
H (0.9512, -2.7305, -0.2804)
H (-0.1103, -3.2613, -3.0873)
H (1.8484, 1.9516, -3.4666)
C (0.9022, -2.2035, -1.3057)
H (0.8043, 0.8264, -4.9803)
H (-0.8514, 0.3098, -4.4044)
N (-1.6001, 0.6117, -1.7505)
H (3.4610, -0.3764, -2.8382)
H (-1.1028, 0.5194, 0.4177)
H (1.6306, 4.2509, 5.4818)
C (-1.9086, 0.9042, -0.3053)
H (1.7812, -3.3528, -3.0006)

***

This record from the OMol25 dataset describes 6 unconnected molecules or ions with the total composition C6H21Cl3O5. The level of theory is ωB97M-V/def2-TZVPD.

## Properties
Calculated total energy   -1997.83198 Ha
2S+1   1
SMILES string   ClC(Cl)Cl.CO.CO.CO.CO.CO
Strongest force on any atom   3.5 eV/A
E_LUMO   0.01615 Eh
E_HOMO   -10.170 eV

Geometry (Å):
H (2.7491, 3.1116, 1.6552)
O (0.3216, 3.6248, -1.3768)
H (1.8332, -5.9591, 3.4401)
H (-2.6271, -0.7850, 0.0845)
H (1.8845, 2.5683, 0.1582)
O (1.2814, -5.1989, 1.6914)
H (-1.5289, 4.5382, -1.3068)
H (3.1505, -6.0167, 2.3100)
H (-3.2151, -0.5628, 1.8168)
H (4.0761, 2.5462, -0.2526)
C (1.6924, -0.8234, -1.0348)
C (2.2798, -5.4071, 2.6309)
Cl (2.8076, -2.1246, -0.9932)
H (0.3203, 2.7872, -1.7323)
O (-1.7675, -2.1314, 1.3951)
H (-0.5650, 4.4915, 0.2769)
H (-3.7589, 2.6431, -1.9870)
H (-1.9559, -3.0573, 1.1971)
C (-0.8451, 3.9642, -0.6321)
Cl (1.1400, -0.4970, -2.7155)
O (3.7702, 1.8525, 0.3490)
H (1.4330, -4.4262, 1.1513)
Cl (0.2679, -1.0538, -0.0383)
H (2.3376, 0.0231, -0.6460)
H (-1.4222, 3.1172, -0.2728)
C (-3.2824, 1.8220, -2.5498)
H (-4.0699, 1.4407, -3.2213)
H (2.6563, -4.3903, 3.0758)
O (-2.6578, 0.9441, -1.5189)
H (-2.4161, 2.0730, -3.0788)
H (2.1923, 1.4766, 1.5131)
C (-2.8946, -1.3230, 1.0310)
H (-2.0624, 0.4425, -2.1006)
H (-3.7332, -1.9985, 0.7892)
C (2.6083, 2.2886, 0.8920)

***

This record from the OMol25 dataset describes 5 unconnected molecules or ions with the total composition C31H69BO8P. The level of theory is ωB97M-V/def2-TZVPD.

## Properties
Charge   -1
Calculated total energy   -2190.61990 Ha
2S+1   1
Strongest force on any atom   0.3 eV/A
E_LUMO   0.08864 Eh
E_HOMO   -3.002 eV

Geometry (Å):
C (-0.9048, 4.7770, -0.8169)
O (-8.0252, 1.6901, -0.9399)
H (-0.0738, 7.0764, 4.5661)
H (-0.1662, 3.6279, -2.5213)
H (-2.4568, 3.6986, 5.1539)
H (-1.9185, -1.8141, 1.0478)
H (1.7184, 3.9738, -1.0097)
H (0.6010, -3.6775, 2.5545)
H (3.2140, -1.7073, -0.3917)
O (-0.5536, -4.8754, -0.8338)
C (-5.7573, 1.3711, -1.5214)
C (-0.0527, 4.6117, -2.0683)
H (1.5128, -1.8023, -5.5994)
H (3.0657, -1.0109, 1.5691)
H (4.0959, -3.8514, -4.2820)
H (4.7880, -1.5731, 3.9699)
H (1.3856, -0.5999, -1.7295)
C (1.3481, 4.8671, -1.5153)
H (7.3114, -1.9054, -2.8685)
C (-1.4213, 5.6081, 5.5044)
H (0.9664, -0.3393, -4.7870)
H (-0.9745, 3.8383, -0.2589)
H (2.1513, -3.6919, 1.7270)
H (-0.0840, 5.1975, 3.0439)
H (-3.8977, 1.1787, 0.9537)
H (5.2270, -1.4932, 2.2809)
H (-3.5832, 2.4440, 2.8865)
H (-5.5877, 0.3052, -1.3587)
O (-2.0539, 4.7147, 3.4174)
H (6.1368, -4.3227, -6.0736)
H (1.7743, 5.9595, 0.3395)
H (-2.9356, -5.8574, 2.8841)
B (-0.6344, -4.0290, 0.2567)
H (-3.0478, 1.0185, 3.7664)
H (-3.4502, 5.1412, 4.8766)
H (7.6672, -2.1178, -5.5916)
C (-3.1242, 0.7383, 1.5935)
H (-6.5504, 3.0055, -0.3299)
H (4.3565, -3.7680, 1.8699)
C (3.1205, -1.2297, 2.6354)
H (5.3374, -2.7444, -6.0269)
O (-1.5944, -4.3346, 1.2358)
H (-4.7888, 1.8689, -1.5242)
C (1.3402, -3.0376, 2.0532)
C (7.1739, -2.7830, -4.8829)
C (1.0810, 5.9762, -0.5036)
H (2.0729, 5.1577, -2.2750)
H (-2.4165, -6.9314, 1.5876)
H (-0.3128, 5.3688, -2.8119)
H (-6.2645, 0.9528, -3.6219)
C (1.6754, -1.1697, -4.7216)
H (-0.5493, 5.0175, 5.7927)
H (-1.8876, 1.9927, 2.8718)
H (7.8961, -3.5340, -4.5551)
H (-1.0778, -5.6701, -0.7115)
H (-4.1252, -6.4769, 1.7227)
H (-6.4906, 2.6340, -3.1194)
H (-8.7521, 1.8417, -2.8539)
C (6.5970, -2.0387, -3.6826)
H (2.0617, -2.4724, 4.0276)
H (5.5197, -3.7657, 3.2002)
C (-7.9811, 1.2935, -2.3092)
O (-0.8314, -0.0913, 1.4643)
H (-6.5845, 1.4451, 0.5105)
C (-2.4389, 4.7262, 4.7866)
H (1.0635, -1.2714, 3.2462)
P (0.4385, -2.3520, 0.4637)
O (5.5135, -2.8293, -3.2119)
C (-1.0496, 5.6987, 3.1749)
H (3.1016, -0.2557, 3.1367)
H (-0.9876, -1.8328, 2.5490)
C (-6.6973, 1.9279, -0.4604)
C (1.5131, -1.9479, -3.4166)
C (2.6454, -2.2530, -1.1646)
H (-8.2011, 0.2226, -2.3852)
H (-3.4956, -0.2534, 1.8678)
H (0.4522, -2.1148, -3.2170)
H (-1.4551, 1.5613, 0.5162)
H (6.2254, -1.0506, -3.9789)
H (1.1324, 6.9652, -0.9741)
H (-0.2907, -1.7920, -0.7467)
O (1.6542, -3.0650, -0.6199)
C (-0.9614, -1.5211, 1.4981)
H (3.3625, -2.9066, -1.6785)
H (-1.7986, 7.3804, 4.3121)
C (1.8591, -1.9997, 3.0540)
C (2.1274, -1.2514, -2.1984)
H (5.5039, -4.8111, -3.7933)
H (3.7840, -3.8837, 3.5263)
H (2.6799, -0.7427, -4.8043)
H (-1.2846, 6.2108, 2.2441)
H (-1.9157, 5.1322, -1.0227)
C (5.9231, -3.4589, -5.4446)
C (4.5324, -3.4135, 2.8868)
H (-2.9383, -5.1756, -0.1019)
H (-3.6157, -4.1409, 1.1534)
C (-6.5688, 1.5938, -2.7955)
H (-2.0663, 0.0525, -0.1756)
H (-1.8293, 6.0767, 6.3998)
O (-0.2385, 5.7547, -0.0117)
C (-3.0994, -6.1164, 1.8368)
C (-1.0401, 6.5994, 4.4038)
C (-2.8540, -4.9046, 0.9584)
H (1.9543, -2.9451, -3.5171)
C (5.1803, -3.8328, -4.1664)
H (1.2059, -1.1134, 0.5249)
C (-1.8521, 0.5703, 0.7694)
C (4.4727, -1.8905, 2.9693)
C (-2.9011, 1.5932, 2.8496)
H (2.9688, -0.6165, -2.5089)